# 1
Computed, not measured: C10H11ClO4 in the gas phase, with the ωB97M-V functional and the def2-TZVPD basis.

Summary:
* HOMO-LUMO gap: 9.8 eV
* ΔE to the lowest compared entry with this formula, charge and spin: 79.9 kJ/mol
* multiplicity: 1
* SMILES: C[C@H](Cl)CC1=C(C[C@H]2CO2)C(=O)OC1=O

Geometry as XYZ:
```
26
Properties=species:S:1:pos:R:3:mulliken_charge:R:1
C -1.232 -1.520 1.227 -1.06
C -1.729 -1.455 -0.250 0.22
Cl -1.132 -2.995 -1.067 -0.22
C -1.106 -0.273 -1.094 -0.56
C -0.974 1.007 -0.254 0.12
C 0.249 1.554 -0.029 0.56
C 1.570 1.280 -0.737 -0.94
C 2.186 0.029 0.097 0.22
C 2.373 -1.287 -0.753 -0.77
O 3.503 -0.388 -0.295 -0.47
C -0.046 2.433 1.192 0.28
O 0.625 2.719 2.098 -0.47
O -1.397 2.826 1.131 -0.32
C -2.067 1.843 0.437 0.28
O -3.217 1.629 0.365 -0.49
H -0.362 -0.872 1.453 0.10
H -2.019 -1.291 1.977 0.27
H -0.895 -2.562 1.426 0.45
H -2.837 -1.458 -0.299 0.43
H -0.096 -0.630 -1.384 0.02
H -1.705 -0.082 -2.011 0.41
H 2.304 2.104 -0.646 0.34
H 1.454 0.918 -1.774 0.48
H 1.863 -0.088 1.168 0.48
H 2.240 -1.252 -1.843 0.33
H 2.447 -2.192 -0.134 0.31
```


# 2
Computed, not measured: a 2-piece molecular cluster, C10H11F3NO5S overall, with the ωB97M-V functional and the def2-TZVPD basis.

Summary:
* total charge: -1
* HOMO-LUMO gap: 8.6 eV
* multiplicity: 1

Geometry as XYZ:
```
31
Properties=species:S:1:pos:R:3:mulliken_charge:R:1
C 1.311 -0.408 -1.043 -0.46
C 2.497 0.659 -0.998 -0.38
N 2.203 1.879 -0.185 -0.31
C 1.340 2.839 -0.888 0.41
O 1.533 3.092 -2.110 -0.52
O 0.224 3.494 -0.225 -0.38
C -0.876 2.533 -0.374 0.37
C -1.539 2.444 -1.767 -0.26
C -2.671 1.418 -1.977 -0.38
C -3.090 0.527 -0.788 -0.42
C -2.430 0.626 0.606 -0.21
C -1.265 1.657 0.858 -0.29
H 1.017 -0.592 -2.141 0.30
H 1.667 -1.430 -0.647 0.22
H 0.392 -0.134 -0.428 -0.07
H 2.821 0.870 -2.073 0.26
H 3.392 0.135 -0.487 0.34
H 3.123 2.354 -0.083 0.29
H -1.158 3.142 -2.593 0.33
H -3.126 1.338 -3.015 0.31
H -3.920 -0.253 -0.937 0.29
H -2.754 -0.029 1.477 0.28
H -0.731 1.734 1.872 0.29
C 0.182 -4.352 2.109 0.56
F 1.190 -5.059 2.676 -0.24
F 0.190 -4.682 0.793 -0.24
F -0.966 -4.869 2.615 -0.24
S 0.336 -2.520 2.395 1.12
O 1.610 -2.139 1.795 -0.67
O 0.311 -2.355 3.844 -0.69
O -0.811 -1.919 1.721 -0.61
```


F_max, respectively: 0.07689; 0.09334 hartree/bohr.